1.
ORCA calculation (ωB97M-V/def2-TZVPD) on a structure of composition C41H29ClIInN10O5SSe.

Summary:
Relative energy (zero: lowest compared OMol25 entry of this formula, charge and spin)   0.00 kJ/mol
Energy   -170102.6228 eV
HOMO level   -7.3767 eV

Element x y z (Å)
In -0.30040 0.29964 0.53386
C -0.59483 3.02927 3.02828
O -0.36612 2.86129 1.62243
C -0.97769 3.63950 0.69431
C -1.48521 4.92045 0.93491
C -2.02080 5.63278 -0.11290
C -2.10048 5.10727 -1.42962
C -1.61338 3.84900 -1.66399
C -0.95766 3.13011 -0.64716
N -0.10096 2.02029 -0.92970
N 0.40746 2.09314 -2.15653
C 1.49036 1.29731 -2.44801
C 1.85628 0.07594 -1.73305
O 0.98524 -0.58809 -1.03950
C 3.20924 -0.37444 -1.89934
C 4.12097 0.26063 -2.68593
C 3.75063 1.38791 -3.46072
C 4.67382 2.11865 -4.25193
C 4.23772 3.04945 -5.17748
C 2.88426 3.30837 -5.24464
C 1.98007 2.83229 -4.31716
C 2.39624 1.80458 -3.44642
H 0.02196 3.86395 3.43839
H -0.37830 2.09365 3.53186
H -1.67202 3.27782 3.24478
H -1.43779 5.34747 1.96804
H -2.44068 6.60779 0.10420
H -2.59012 5.72800 -2.18683
H -1.63387 3.44873 -2.69112
H 3.46343 -1.20081 -1.27866
H 5.16113 -0.05987 -2.69607
H 5.72994 1.93654 -4.11460
H 4.90880 3.59760 -5.87825
H 2.55569 4.00932 -6.03086
H 0.93550 3.05540 -4.28997
Cl -7.20933 -0.06955 1.68832
C -5.52841 -0.12617 1.87184
C -4.99914 -0.26061 3.13339
C -3.60798 -0.31453 3.39844
I -2.84850 -1.03115 5.20308
C -2.73539 -0.08715 2.26359
O -1.46887 0.20951 2.41631
C -3.25197 -0.11839 0.95807
N -2.34984 -0.10114 -0.11061
C -2.83681 -0.28105 -1.35787
C -4.19475 -0.23070 -1.65432
C -5.09362 -0.18315 -0.60115
C -4.66499 -0.09692 0.72592
H -5.71963 -0.34002 3.93758
H -2.10835 -0.50800 -2.15194
H -4.50441 -0.16629 -2.69508
H -6.18637 -0.09426 -0.75541
N -0.32979 -5.56434 6.44053
C -0.08039 -4.81129 5.30777
C 1.27047 -4.49395 5.01041
C 1.62608 -3.99111 3.76260
C 0.60682 -3.68711 2.85779
C -0.76320 -3.93214 3.18593
C -1.12634 -4.52902 4.37986
S 1.03605 -2.85217 1.31122
O 2.42161 -2.95517 0.91829
O 0.02318 -3.34412 0.40322
N 0.66471 -1.34894 1.69537
C 1.58462 -0.60409 2.36238
N 2.42578 -1.10662 3.30958
C 3.35277 -0.26210 3.79459
C 3.44866 1.03062 3.34584
C 2.52315 1.50738 2.43450
N 1.53410 0.68108 1.96650
H 0.27947 -5.44133 7.26981
H -1.31031 -5.61230 6.68787
H 2.00531 -4.62442 5.78493
H 2.64827 -3.78163 3.47652
H -1.50418 -3.64635 2.45344
H -2.18389 -4.67487 4.59918
H 4.05114 -0.67970 4.53093
H 4.29535 1.62740 3.59560
H 2.51881 2.57025 2.10651
Se -0.27449 0.83799 -5.93977
N 0.91789 -0.45621 -6.21464
C 0.54583 -1.53423 -5.56913
C 1.17168 -2.79857 -5.51837
C 0.92209 -3.54780 -4.40215
C 0.02697 -3.08773 -3.36881
N -0.69638 -2.03176 -3.39428
C -0.55728 -1.23874 -4.50594
N -1.19770 -0.09034 -4.58453
H 1.88661 -3.07401 -6.29240
H 1.39864 -4.52726 -4.34252
H 0.04773 -3.58667 -2.41942

=====

2.
ORCA calculation (ωB97M-V/def2-TZVPD) on a structure of composition C41H29F3N2O9PSTl.

Summary:
Net charge   -2
Relative energy (zero: lowest compared OMol25 entry of this formula, charge and spin)   28.74 kJ/mol
Energy   -97362.5707 eV
HOMO level   -2.2239 eV

Element x y z (Å)
Tl -0.06258 -1.56213 0.85227
C 2.24255 -3.72106 3.58802
C 2.66033 -3.19694 2.24092
C 3.25751 -1.94157 2.13478
C 3.65649 -1.45078 0.90277
C 3.44957 -2.19519 -0.24854
C 2.83265 -3.42981 -0.15765
C 2.45463 -3.93192 1.08018
H 1.52797 -3.03284 4.04417
H 3.10371 -3.80847 4.25513
H 1.76925 -4.69758 3.49417
H 3.41419 -1.34723 3.02900
H 4.10990 -0.47337 0.83994
H 3.75972 -1.80545 -1.20883
H 2.63787 -4.00633 -1.05343
H 1.98595 -4.90674 1.13845
O -1.90934 0.35087 1.56475
S -1.90734 0.17567 3.02276
O -3.19161 -0.15860 3.59887
O -0.79844 -0.64489 3.50402
C -1.47748 1.81363 3.65474
C -2.24392 2.44630 4.61863
C -1.80968 3.64238 5.16751
C -0.60932 4.19912 4.74416
C 0.14638 3.57289 3.76552
C -0.27759 2.36941 3.20383
P 0.65605 1.46448 1.87594
C 2.35461 1.78471 2.50427
C 3.42667 1.99103 1.63537
C 4.72276 2.08976 2.12000
C 4.97344 1.96225 3.47895
C 3.91998 1.70991 4.34785
C 2.62576 1.60509 3.86422
C 0.48444 2.76502 0.57309
C 1.21130 3.95186 0.52140
C 1.05277 4.83078 -0.54158
C 0.18971 4.51832 -1.58215
C -0.55913 3.35175 -1.52554
C -0.42617 2.48980 -0.44703
H -3.17195 1.98144 4.92689
H -2.39836 4.13860 5.92992
H -0.25712 5.12520 5.18459
H 1.08434 4.01424 3.45499
H 3.22530 2.07205 0.57323
H 5.54480 2.25751 1.43369
H 5.98473 2.05881 3.85603
H 4.11474 1.58899 5.40736
H 1.80556 1.39103 4.53876
H 1.92265 4.19091 1.30159
H 1.61572 5.75732 -0.56040
H 0.10735 5.18135 -2.43567
H -1.23664 3.10246 -2.33378
H -1.01479 1.58290 -0.38723
F -8.69762 -4.37460 -1.90696
C -7.64572 -4.57016 -2.75105
F -7.83977 -5.79523 -3.29555
F -7.83732 -3.68099 -3.76011
C -6.32929 -4.42171 -2.07873
C -5.99453 -3.19050 -1.51291
C -4.78016 -3.02609 -0.88114
C -3.86131 -4.09055 -0.79714
C -4.22081 -5.32206 -1.36646
C -5.43789 -5.48551 -2.00059
C -2.61652 -3.89805 -0.14869
C -1.54568 -3.74772 0.44123
H -6.69599 -2.36729 -1.57805
H -4.50773 -2.07576 -0.44321
H -3.52605 -6.14845 -1.30377
H -5.70296 -6.43866 -2.43943
O -0.46585 -0.80792 -1.78780
C 0.57295 -0.13238 -1.96371
O 1.48194 0.15503 -1.16053
C 0.75351 0.43666 -3.37744
C 2.01521 0.79752 -3.81764
C 2.17535 1.30627 -5.10410
C 1.08815 1.51044 -5.93549
C -0.16721 1.16018 -5.47141
C -0.34217 0.59465 -4.21070
N -1.31124 1.36870 -6.33576
O -1.11065 1.74602 -7.48020
O -2.42007 1.16073 -5.88593
N 3.49283 1.64779 -5.59519
O 3.57976 2.26631 -6.64400
O 4.45885 1.30312 -4.94234
H 2.86360 0.69859 -3.15572
H 1.21697 1.91886 -6.92450
H -1.32245 0.28585 -3.87589

=====

3.
ORCA calculation (ωB97M-V/def2-TZVPD) on a structure of composition C41H29N10O4ScSe2.

Summary:
Relative energy (zero: lowest compared OMol25 entry of this formula, charge and spin)   579.22 kJ/mol
Energy   -217474.5141 eV
HOMO level   -6.2555 eV

Element x y z (Å)
Sc -0.11619 0.60000 -0.12838
C 1.31950 6.36941 -3.39104
C 1.04847 7.00187 -2.17170
C 0.79326 6.26341 -1.02946
C 0.80220 4.88102 -1.15277
C 0.58904 3.82307 -0.16757
N 0.43157 4.14432 1.13096
C 0.12593 3.15124 1.93417
C 0.17385 3.14963 3.41155
C 0.48468 4.16333 4.29486
C 0.49933 3.85682 5.64948
C 0.22848 2.56527 6.09115
C -0.07122 1.54229 5.19961
C -0.10832 1.84472 3.84869
C -0.36088 1.07931 2.60636
N -0.77022 -1.29779 2.64850
C 0.39588 -3.42564 2.12804
N 0.99394 -2.36768 1.23189
C 1.16101 -3.02651 -0.06194
N 1.51357 -2.58492 -1.18827
C 1.75004 -1.41653 -1.83663
N 1.29958 -0.14849 -1.58557
C 1.65509 0.61651 -2.69566
N 1.46140 1.93054 -2.91832
C 1.05342 2.81729 -2.09186
N 0.66767 2.60674 -0.74514
C 1.07162 4.25125 -2.36098
C 1.34396 4.98999 -3.50454
C 2.37072 -0.17491 -3.62094
C 2.96335 0.10535 -4.87035
C 3.57685 -0.92187 -5.52998
C 3.62097 -2.23617 -4.98761
C 3.05984 -2.51998 -3.77490
C 2.43068 -1.46896 -3.07692
C 0.82397 -4.45257 0.08549
C 0.86000 -5.45903 -0.87060
C 0.39142 -6.70920 -0.50883
C -0.11962 -6.94585 0.76921
C -0.16821 -5.93477 1.71629
C 0.31141 -4.68811 1.34696
N -0.24959 1.95003 1.53272
H 1.52033 6.97962 -4.26258
H 1.04692 8.08313 -2.12776
H 0.59234 6.72939 -0.07446
H 0.70953 5.15693 3.93274
H 0.73238 4.62662 6.37311
H 0.26187 2.34943 7.15082
H -0.24734 0.54255 5.56548
H 1.56644 4.50109 -4.44343
H 2.93070 1.10611 -5.27987
H 4.04616 -0.74023 -6.48881
H 4.11040 -3.01742 -5.55501
H 3.08942 -3.51576 -3.35269
H 1.24033 -5.25311 -1.86167
H 0.41327 -7.51854 -1.22680
H -0.48462 -7.93291 1.01968
H -0.56712 -6.11323 2.70650
O 2.53478 -5.16633 3.27742
C 1.80911 -4.41651 4.12578
O 1.99156 -4.50644 5.31084
C 0.83096 -3.45469 3.54246
C 0.34244 -2.53706 4.38621
N -0.40743 -1.45340 3.99971
N -0.54139 -0.08748 2.10887
C -0.42749 -2.29414 1.66764
C -1.40688 -2.22226 0.47717
O -2.28285 -3.04232 0.31535
O -1.16164 -1.18924 -0.26646
H 2.25072 -5.04899 2.35987
H 0.54821 -2.59081 5.44752
H -1.21540 -1.28272 4.58564
C -2.10892 2.77863 -2.72602
Se -2.47894 1.41340 -1.39223
C -2.92933 -0.04154 -2.61733
C -4.41175 -0.11183 -2.92944
Se -5.53530 -0.55629 -1.40273
C -5.12162 -2.45557 -1.36987
H -1.32403 2.45267 -3.40377
H -1.78920 3.67609 -2.20047
H -3.02743 2.98828 -3.26878
H -2.56774 -0.94750 -2.13434
H -2.34052 0.12529 -3.52199
H -4.58541 -0.87853 -3.68712
H -4.78081 0.82842 -3.34097
H -5.41621 -2.91770 -2.30965
H -5.70413 -2.88985 -0.56032
H -4.06804 -2.61598 -1.15361